[1]
Here is C17H19ClO7 in the gas phase in a non-equilibrium geometry from the Open Molecules 2025 dataset. Energies are from the ωB97M-V functional and the def2-TZVPD basis.

Net charge   0
HOMO energy   -9.57 eV
F_max   0.1493 hartree/bohr
Gap between HOMO and LUMO   9.89 eV
DFT total energy   -44790.07499 eV
Energy above the lowest of the compared OMol25 structures with the same formula, charge and spin   170.3 kJ/mol
SMILES string   C=C(C)C(=O)OCCOC(=O)c1c(C[C@@H](O)CCl)cccc1C(=O)O

Geometry as XYZ:
```
44
Properties=species:S:1:pos:R:3:mulliken_charge:R:1
C 5.5804 0.2684 -2.4900 -1.1448
C 5.4055 1.2074 -1.4389 0.6987
C 6.6171 1.6810 -0.6684 -1.0272
C 4.0807 1.5884 -1.1274 0.7516
O 3.9117 2.6559 -0.5682 -0.6027
O 3.1420 0.8555 -1.7594 -0.3380
C 1.8640 1.5641 -1.8018 -0.4773
C 0.5867 0.5616 -2.0321 -0.7804
O 0.1177 -0.1110 -0.8333 -0.2557
C -1.2337 -0.0211 -0.6408 -0.1209
O -2.0513 0.2947 -1.5315 -0.6439
C -1.6096 -0.1957 0.8078 0.7723
C -2.1883 -1.4174 1.2394 0.3831
C -2.4190 -2.6259 0.3835 -0.9746
C -4.0019 -2.8830 0.1196 -0.0073
O -4.5729 -3.4031 1.2971 -0.4849
C -4.7866 -1.5923 -0.2638 -0.5592
Cl -6.5360 -2.1630 -0.4823 -0.2273
C -2.5064 -1.5977 2.5508 -0.3360
C -2.1677 -0.6245 3.5421 -1.2427
C -1.5701 0.5900 3.0182 -0.4684
C -1.3120 0.8137 1.6923 1.0258
C -0.6609 2.0492 1.3295 0.0592
O -1.3000 2.8241 0.5912 -0.5667
O 0.5319 2.4122 1.9332 -0.4706
H 4.7685 -0.2547 -3.0052 0.2229
H 6.5039 -0.0472 -2.8278 0.3686
H 6.2502 1.7240 0.3955 0.2917
H 6.6331 2.7693 -0.9353 0.2522
H 7.5519 1.1115 -0.8419 0.3554
H 1.6592 2.1681 -0.9003 0.2596
H 2.0133 2.2182 -2.6227 0.4182
H 0.7415 -0.1565 -2.8669 0.4386
H -0.2086 1.1031 -2.5007 0.4688
H -2.0617 -3.6160 0.8580 0.3495
H -1.9069 -2.4065 -0.5233 0.5017
H -4.2507 -3.6021 -0.6498 0.4235
H -5.4896 -3.0838 1.3725 0.3251
H -4.5056 -1.1937 -1.2774 0.2812
H -4.7124 -0.7661 0.4496 0.3864
H -2.9357 -2.5623 2.8498 0.4351
H -2.3310 -0.8135 4.5745 0.4823
H -1.3471 1.3180 3.8058 0.3823
H 0.7061 3.3587 1.7790 0.3949
```

***

[2]
Here is a molecular structure, C17H19CoNPS in a non-equilibrium geometry from the Open Molecules 2025 dataset. Energies are from the ωB97M-V functional and the def2-TZVPD basis.

Net charge   -1
HOMO energy (alpha / beta)   -0.77 / -3.32 eV
F_max   0.0682 hartree/bohr
Gap between HOMO and LUMO (alpha / beta)   3.87 / 6.37 eV
Spin multiplicity   4
DFT total energy   -77174.22349 eV
Energy above the lowest of the compared OMol25 structures with the same formula, charge and spin   0.0 kJ/mol

Geometry as XYZ:
```
40
Properties=species:S:1:pos:R:3:mulliken_charge:R:1
C 0.8751 1.7470 -0.5735 -0.6550
C 1.9002 0.7426 -0.7133 -0.4223
C 2.1232 0.1337 0.5522 -0.4472
C 1.2969 0.7795 1.5218 -0.5868
C 0.4907 1.7604 0.8649 -0.5750
Co -0.1027 0.1193 -0.0913 -0.4522
P -1.2021 0.0630 -1.9132 -0.0550
H 0.5671 2.4754 -1.3064 0.6720
H 2.3739 0.4825 -1.6589 0.3904
H 2.7690 -0.7238 0.7288 0.4017
H -0.1951 2.4644 1.3074 0.4751
H 1.2125 0.5234 2.5774 0.4667
H -1.4644 -1.2295 -2.4215 0.0248
H -0.7428 0.7403 -3.0703 0.0389
H -2.4956 0.6004 -1.7231 0.0164
N -0.7498 -1.5291 0.4886 0.2302
S -2.1215 -1.6492 1.4147 -0.3023
C -3.2881 -2.6277 0.4481 0.7856
C -2.8868 -3.7392 -0.2878 -0.4712
C -3.8211 -4.4289 -1.0707 -0.5275
C -5.1651 -4.0316 -1.0758 -0.5357
C -5.5739 -2.9455 -0.2923 -0.4010
C -4.6402 -2.2377 0.4632 -0.4874
C -1.6308 -2.8074 2.6965 0.7313
C -2.3577 -2.7748 3.9008 -0.3940
C -2.0358 -3.6626 4.9272 -0.4787
C -0.9920 -4.5818 4.7571 -0.4315
C -0.2718 -4.6090 3.5578 -0.5954
C -0.5853 -3.7118 2.5272 -0.3349
H -0.4395 -2.4419 0.1365 -0.0237
H -1.8485 -4.0713 -0.2566 0.1132
H -3.4984 -5.2804 -1.6738 0.3401
H -5.8917 -4.5721 -1.6861 0.3221
H -6.6262 -2.6471 -0.2728 0.3263
H -4.9328 -1.3824 1.0706 0.3030
H -3.1641 -2.0507 4.0072 0.3336
H -2.6023 -3.6361 5.8608 0.3373
H -0.7407 -5.2780 5.5593 0.3377
H 0.5375 -5.3264 3.4115 0.3386
H -0.0107 -3.7265 1.6027 0.1917
```

***

[3]
Here is C17H19F3N2O5S in the gas phase from the Open Molecules 2025 dataset. Energies are from the ωB97M-V functional and the def2-TZVPD basis.

Net charge   0
HOMO energy   -8.69 eV
F_max   0.0180 hartree/bohr
Gap between HOMO and LUMO   9.19 eV
DFT total energy   -50142.50378 eV
Energy above the lowest of the compared OMol25 structures with the same formula, charge and spin   14.5 kJ/mol
SMILES string   CCOc1ccc(S(=O)(=O)N(CC(=O)NCC(F)(F)F)Cc2ccco2)cc1

Geometry as XYZ:
```
47
Properties=species:S:1:pos:R:3:mulliken_charge:R:1
C 3.4454 3.7286 -4.2624 -1.0262
C 3.3594 2.4124 -5.0281 -0.4318
O 3.6336 1.2874 -4.2095 -0.4387
C 2.6980 0.8114 -3.3629 0.8356
C 1.3952 1.2946 -3.2352 -0.2456
C 0.5251 0.7013 -2.3368 -0.6564
C 0.9453 -0.3628 -1.5654 -0.4401
S -0.1588 -1.0975 -0.3805 1.2726
O 0.0521 -2.5068 -0.2993 -0.7110
O -1.4991 -0.6288 -0.6624 -0.9189
N 0.3741 -0.4150 1.0521 0.2465
C -0.0378 0.9384 1.3329 -0.9689
C -1.2760 1.0322 2.2340 0.7728
O -1.2548 1.5617 3.3232 -0.6679
N -2.3688 0.4405 1.7064 0.0726
C -3.6367 0.4874 2.3784 -1.0709
C -4.6139 1.3991 1.6372 0.9315
F -5.7505 1.5687 2.3289 -0.2793
F -4.9647 0.9024 0.4427 -0.2683
F -4.1081 2.6161 1.4109 -0.2698
C 0.6262 -1.2983 2.1795 -0.7286
C 1.8320 -2.1349 1.9118 0.4331
C 3.0854 -1.7953 1.4888 -0.5904
C 3.7991 -3.0117 1.3575 -0.4509
C 2.9258 -3.9922 1.7126 -0.5384
O 1.7377 -3.4687 2.0490 -0.3930
C 2.2317 -0.8615 -1.6858 -0.4596
C 3.1026 -0.2779 -2.5775 -1.0074
H 2.6988 3.7740 -3.4735 0.3395
H 3.2871 4.5581 -4.9457 0.3518
H 4.4287 3.8277 -3.8101 0.3042
H 4.1373 2.3793 -5.7956 0.3136
H 2.3855 2.3036 -5.5189 0.3448
H 1.0430 2.1210 -3.8309 0.3976
H -0.4914 1.0500 -2.2422 0.5463
H -0.2513 1.4173 0.3758 0.4329
H 0.7803 1.4731 1.8273 0.3688
H -2.3077 0.0267 0.7743 0.3525
H -4.0933 -0.5048 2.4485 0.3294
H -3.4722 0.9040 3.3789 0.4557
H 0.7761 -0.6709 3.0630 0.5852
H -0.2228 -1.9672 2.3609 0.2231
H 3.4495 -0.8062 1.2994 0.5879
H 4.8163 -3.1320 1.0455 0.4494
H 3.0281 -5.0574 1.7697 0.4936
H 2.5232 -1.7055 -1.0822 0.6735
H 4.1091 -0.6447 -2.6990 0.4478
```

***

[4]
Here is a molecular structure, C17H19GaGeIN2S4 from the Open Molecules 2025 dataset. Energies are from the ωB97M-V functional and the def2-TZVPD basis.

Net charge   +1
HOMO energy   -11.65 eV
F_max   0.0127 hartree/bohr
Gap between HOMO and LUMO   8.23 eV
DFT total energy   -181249.05693 eV
Energy above the lowest of the compared OMol25 structures with the same formula, charge and spin   15.7 kJ/mol

Geometry as XYZ:
```
45
Properties=species:S:1:pos:R:3:mulliken_charge:R:1
Ga -1.2669 2.7115 -0.4265 0.3508
S 0.3672 1.4460 -1.7027 -0.1549
S 1.9858 2.4144 -0.6930 -0.0016
S 1.4979 4.3089 -1.1544 -0.0053
S -0.2386 4.7323 -0.0877 -0.1332
C 1.1756 0.6412 4.1443 -1.1617
C 0.0876 1.2496 3.3345 0.5715
C -1.1333 1.7762 3.7073 -1.0013
C -1.7385 2.2320 2.5336 0.8725
N -0.9299 1.9816 1.4955 -0.2068
N 0.1675 1.3831 2.0020 0.4752
C -3.0469 2.9206 2.3541 -1.4194
H 0.8792 0.6103 5.1890 0.3556
H 2.0962 1.2207 4.0636 0.3125
H 1.3925 -0.3737 3.8083 0.2497
H -1.5339 1.8246 4.7054 0.4493
H 0.9712 1.2080 1.4206 0.1087
H -3.3716 3.3658 3.2912 0.3688
H -3.8165 2.2252 2.0185 0.2673
H -2.9656 3.7153 1.6104 0.3408
I -3.4948 2.0229 -1.3193 -0.1565
Ge -0.1019 -0.7151 -0.8696 0.0000
C 1.6535 -1.3511 -0.3119 0.2470
C 1.8434 -1.8580 0.9713 -0.1890
C 3.0872 -2.3472 1.3429 -0.6285
C 4.1391 -2.3305 0.4380 -0.4894
C 3.9534 -1.8262 -0.8424 -0.6887
C 2.7122 -1.3387 -1.2190 -0.1443
C -1.0331 -1.3726 -2.4463 0.5703
C -2.2371 -2.0532 -2.2840 -0.4241
C -2.9074 -2.5397 -3.3952 -0.5735
C -2.3839 -2.3419 -4.6650 -0.4556
C -1.1898 -1.6535 -4.8294 -0.7202
C -0.5113 -1.1698 -3.7222 0.0145
H -1.0260 -0.4935 0.3416 0.1012
H 1.0146 -1.8835 1.6709 0.5375
H 3.2332 -2.7508 2.3364 0.4110
H 5.1075 -2.7141 0.7303 0.4043
H 4.7728 -1.8196 -1.5489 0.4246
H 2.5645 -0.9507 -2.2211 0.2814
H -2.6504 -2.1997 -1.2928 0.3549
H -3.8428 -3.0686 -3.2688 0.4020
H -2.9106 -2.7204 -5.5308 0.3978
H -0.7892 -1.4892 -5.8208 0.3966
H 0.4180 -0.6289 -3.8579 0.2881
```

***

Question: What is the DFT total energy in the fourth record?
Answer: -181249.05693 eV

***

Repeat the second record exactly.
Here is a molecular structure, C17H19CoNPS in a non-equilibrium geometry from the Open Molecules 2025 dataset. Energies are from the ωB97M-V functional and the def2-TZVPD basis.

Net charge   -1
HOMO energy (alpha / beta)   -0.77 / -3.32 eV
F_max   0.0682 hartree/bohr
Gap between HOMO and LUMO (alpha / beta)   3.87 / 6.37 eV
Spin multiplicity   4
DFT total energy   -77174.22349 eV
Energy above the lowest of the compared OMol25 structures with the same formula, charge and spin   0.0 kJ/mol

Geometry as XYZ:
```
40
Properties=species:S:1:pos:R:3:mulliken_charge:R:1
C 0.8751 1.7470 -0.5735 -0.6550
C 1.9002 0.7426 -0.7133 -0.4223
C 2.1232 0.1337 0.5522 -0.4472
C 1.2969 0.7795 1.5218 -0.5868
C 0.4907 1.7604 0.8649 -0.5750
Co -0.1027 0.1193 -0.0913 -0.4522
P -1.2021 0.0630 -1.9132 -0.0550
H 0.5671 2.4754 -1.3064 0.6720
H 2.3739 0.4825 -1.6589 0.3904
H 2.7690 -0.7238 0.7288 0.4017
H -0.1951 2.4644 1.3074 0.4751
H 1.2125 0.5234 2.5774 0.4667
H -1.4644 -1.2295 -2.4215 0.0248
H -0.7428 0.7403 -3.0703 0.0389
H -2.4956 0.6004 -1.7231 0.0164
N -0.7498 -1.5291 0.4886 0.2302
S -2.1215 -1.6492 1.4147 -0.3023
C -3.2881 -2.6277 0.4481 0.7856
C -2.8868 -3.7392 -0.2878 -0.4712
C -3.8211 -4.4289 -1.0707 -0.5275
C -5.1651 -4.0316 -1.0758 -0.5357
C -5.5739 -2.9455 -0.2923 -0.4010
C -4.6402 -2.2377 0.4632 -0.4874
C -1.6308 -2.8074 2.6965 0.7313
C -2.3577 -2.7748 3.9008 -0.3940
C -2.0358 -3.6626 4.9272 -0.4787
C -0.9920 -4.5818 4.7571 -0.4315
C -0.2718 -4.6090 3.5578 -0.5954
C -0.5853 -3.7118 2.5272 -0.3349
H -0.4395 -2.4419 0.1365 -0.0237
H -1.8485 -4.0713 -0.2566 0.1132
H -3.4984 -5.2804 -1.6738 0.3401
H -5.8917 -4.5721 -1.6861 0.3221
H -6.6262 -2.6471 -0.2728 0.3263
H -4.9328 -1.3824 1.0706 0.3030
H -3.1641 -2.0507 4.0072 0.3336
H -2.6023 -3.6361 5.8608 0.3373
H -0.7407 -5.2780 5.5593 0.3377
H 0.5375 -5.3264 3.4115 0.3386
H -0.0107 -3.7265 1.6027 0.1917
```

***

What did the first record say?
Here is C17H19ClO7 in the gas phase in a non-equilibrium geometry from the Open Molecules 2025 dataset. Energies are from the ωB97M-V functional and the def2-TZVPD basis.

Net charge   0
HOMO energy   -9.57 eV
F_max   0.1493 hartree/bohr
Gap between HOMO and LUMO   9.89 eV
DFT total energy   -44790.07499 eV
Energy above the lowest of the compared OMol25 structures with the same formula, charge and spin   170.3 kJ/mol
SMILES string   C=C(C)C(=O)OCCOC(=O)c1c(C[C@@H](O)CCl)cccc1C(=O)O

Geometry as XYZ:
```
44
Properties=species:S:1:pos:R:3:mulliken_charge:R:1
C 5.5804 0.2684 -2.4900 -1.1448
C 5.4055 1.2074 -1.4389 0.6987
C 6.6171 1.6810 -0.6684 -1.0272
C 4.0807 1.5884 -1.1274 0.7516
O 3.9117 2.6559 -0.5682 -0.6027
O 3.1420 0.8555 -1.7594 -0.3380
C 1.8640 1.5641 -1.8018 -0.4773
C 0.5867 0.5616 -2.0321 -0.7804
O 0.1177 -0.1110 -0.8333 -0.2557
C -1.2337 -0.0211 -0.6408 -0.1209
O -2.0513 0.2947 -1.5315 -0.6439
C -1.6096 -0.1957 0.8078 0.7723
C -2.1883 -1.4174 1.2394 0.3831
C -2.4190 -2.6259 0.3835 -0.9746
C -4.0019 -2.8830 0.1196 -0.0073
O -4.5729 -3.4031 1.2971 -0.4849
C -4.7866 -1.5923 -0.2638 -0.5592
Cl -6.5360 -2.1630 -0.4823 -0.2273
C -2.5064 -1.5977 2.5508 -0.3360
C -2.1677 -0.6245 3.5421 -1.2427
C -1.5701 0.5900 3.0182 -0.4684
C -1.3120 0.8137 1.6923 1.0258
C -0.6609 2.0492 1.3295 0.0592
O -1.3000 2.8241 0.5912 -0.5667
O 0.5319 2.4122 1.9332 -0.4706
H 4.7685 -0.2547 -3.0052 0.2229
H 6.5039 -0.0472 -2.8278 0.3686
H 6.2502 1.7240 0.3955 0.2917
H 6.6331 2.7693 -0.9353 0.2522
H 7.5519 1.1115 -0.8419 0.3554
H 1.6592 2.1681 -0.9003 0.2596
H 2.0133 2.2182 -2.6227 0.4182
H 0.7415 -0.1565 -2.8669 0.4386
H -0.2086 1.1031 -2.5007 0.4688
H -2.0617 -3.6160 0.8580 0.3495
H -1.9069 -2.4065 -0.5233 0.5017
H -4.2507 -3.6021 -0.6498 0.4235
H -5.4896 -3.0838 1.3725 0.3251
H -4.5056 -1.1937 -1.2774 0.2812
H -4.7124 -0.7661 0.4496 0.3864
H -2.9357 -2.5623 2.8498 0.4351
H -2.3310 -0.8135 4.5745 0.4823
H -1.3471 1.3180 3.8058 0.3823
H 0.7061 3.3587 1.7790 0.3949
```

***

Question: Among the records above, which one has the highest energy above the lowest of the compared OMol25 structures with the same formula, charge and spin?
Answer: C17H19ClO7